No. 1
Computed, not measured: a single C3H6OS molecule, with ωB97M-V with the def2-TZVPD basis set.

The geometry in XYZ format:
```
11
Properties=species:S:1:pos:R:3
C -0.23762 -0.05087 1.52374
C -0.13992 0.60438 0.11557
C 0.25442 -0.33088 -0.97862
O 0.35537 -1.52385 -0.75093
S 0.48123 0.36528 -2.64554
H -0.87383 -1.02011 1.47303
H -0.89152 0.64136 2.15453
H 0.73068 -0.28017 2.09903
H 0.54077 1.43636 0.25350
H -1.14142 0.97592 -0.16733
H 0.92183 -0.81742 -3.07699
```

Properties
Relative energy (zero: lowest compared OMol25 entry of this formula, charge and spin) = 0.296 eV
Structure (SMILES) = CCC(=O)S
Multiplicity = 1
E_HOMO = -10.01 eV

Results of the Löwdin charge analysis, in e, for atoms 1 through 6: atom 1 (C): -0.120, atom 2 (C): -0.260, atom 3 (C): -0.779, atom 4 (O): 0.000, atom 5 (S): 0.786, atom 6 (H): 0.095

---

No. 2
Computed, not measured: a molecular structure, C8H30AgCsO15P, with ωB97M-V with the def2-TZVPD basis set.

The geometry in XYZ format:
```
56
Properties=species:S:1:pos:R:3
Ag 0.94798 -3.14865 -0.85775
Cs 3.10153 -0.20690 2.86944
P 0.91216 -0.46334 0.08882
O 1.21426 0.74953 -0.74736
O 0.48488 -0.23749 1.50442
O 2.02921 -1.53115 0.11043
O -0.14338 -1.27059 -0.83920
O 4.53602 -2.03980 0.72449
H 4.96432 -2.33965 -0.08229
H 3.58130 -2.17264 0.56489
O 0.83298 -2.45646 3.04052
H 0.54418 -1.69222 2.47853
H 0.68475 -3.23354 2.49569
O -2.52476 0.26558 -1.17481
H -1.67699 -0.19671 -1.11691
H -2.32509 1.19659 -1.01973
C -3.31017 -4.65846 -2.67269
C -3.00771 -3.59664 -1.62957
O -3.43858 -3.95096 -0.34456
O -2.57776 -5.86510 -2.45999
H -3.03957 -4.23698 -3.65100
H -4.36393 -4.92855 -2.66853
H -3.54940 -2.68829 -1.88442
H -1.92172 -3.38455 -1.66403
H -3.14488 -4.84390 -0.13645
H -1.82142 -5.69528 -1.89170
C -0.13713 2.02656 -3.68919
C -0.16795 3.15957 -2.69851
O -0.58966 2.75513 -1.41202
O 0.95221 1.16337 -3.45954
H -0.04292 2.44163 -4.69562
H -1.08349 1.47625 -3.62106
H -0.88834 3.92050 -3.02385
H 0.78982 3.69810 -2.71088
H 0.07359 2.13049 -1.07777
H 0.98068 0.98724 -2.50669
C -2.18242 1.73400 3.29992
C -1.72359 0.73610 4.29802
O -0.29771 0.57014 4.24134
O -2.23600 1.17876 2.01253
H -1.59369 2.65366 3.39957
H -3.21574 2.02902 3.52000
H -2.20577 -0.22929 4.13300
H -1.90764 1.06039 5.32509
H 0.03552 0.76418 3.35960
H -1.35263 1.02602 1.65358
C 3.84567 2.75736 0.24529
C 2.60187 3.29491 0.90876
O 1.85331 2.33278 1.66983
O 3.63083 2.22221 -1.04357
H 4.37185 1.98840 0.85287
H 4.61200 3.52889 0.11804
H 1.92956 3.70333 0.15065
H 2.83155 4.06806 1.64013
H 1.32465 1.73731 1.11800
H 2.80340 1.71105 -1.04376
```

Properties
Multiplicity = 2
E_HOMO (spin up / spin down) = -9.30 / -9.29 eV

Results of the Löwdin charge analysis, in e, for atoms 1 through 6: atom 1 (Ag): 0.918, atom 2 (Cs): 1.210, atom 3 (P): 0.034, atom 4 (O): -0.297, atom 5 (O): -0.423, atom 6 (O): -0.398

---

No. 3
Computed, not measured: 4 unconnected molecules or ions with the total composition CH9NO4, with ωB97M-V with the def2-TZVPD basis set.

The geometry in XYZ format:
```
15
Properties=species:S:1:pos:R:3
C 1.39078 -1.03668 1.95009
N 1.90336 -2.05288 1.35147
O 0.45937 -0.32795 1.50292
H 1.82587 -0.79876 2.93251
H 2.39470 -2.68992 1.94049
H 1.59240 -2.29560 0.39119
H -0.52521 0.18649 -0.32941
H -1.22992 1.43936 -0.93709
O -0.65744 0.66571 -1.15809
H 0.29570 -1.12193 -1.33833
H 0.49667 -2.39326 -2.18664
O 0.61124 -2.04762 -1.30680
H -3.00689 4.49434 -0.22778
H -2.75962 4.18986 -1.72246
O -2.79101 3.78883 -0.86207
```

Properties
Total charge = +1
Relative energy (zero: lowest compared OMol25 entry of this formula, charge and spin) = 0.000 eV
Multiplicity = 2
E_HOMO (spin up / spin down) = -14.04 / -14.04 eV

Results of the Löwdin charge analysis, in e, for atoms 1 through 6: atom 1 (C): -0.173, atom 2 (N): 0.269, atom 3 (O): 0.333, atom 4 (H): 0.207, atom 5 (H): 0.154, atom 6 (H): 0.130

---

No. 4
Computed, not measured: 3 unconnected molecules or ions with the total composition C20H38N6OS, with ωB97M-V with the def2-TZVPD basis set.

The geometry in XYZ format:
```
66
Properties=species:S:1:pos:R:3
N 0.77111 0.32911 1.09879
C 0.14504 1.24329 0.79401
C -0.45780 2.37615 0.05003
C 0.41717 3.63905 0.17566
C -0.27265 4.80050 -0.43792
N -0.73238 5.64603 -1.06482
C 1.86823 3.40795 -0.33681
C 2.34482 4.33920 -1.45208
S 1.59805 4.00063 -3.08560
C 1.37629 2.25286 -2.99685
N 0.27310 1.56914 -3.03835
N 0.64367 0.25540 -2.91315
C 1.92368 0.22474 -2.78840
O 2.46416 1.46863 -2.84474
H -0.60964 2.11366 -0.99709
H -1.44144 2.56576 0.48393
H 0.47985 3.86219 1.24288
H 2.53585 3.57074 0.51218
H 1.99729 2.35858 -0.59854
H 2.18520 5.38633 -1.20275
H 3.42318 4.20177 -1.54902
H 2.53593 -0.64451 -2.64182
C -6.66974 -1.34384 -0.30878
C -6.48415 0.11508 0.08326
N -5.09946 0.46167 0.33863
C -4.93553 1.73956 1.00898
C -5.37709 3.00761 0.26952
C -4.17117 0.18941 -0.74498
C -4.44855 0.83055 -2.10980
H -6.20967 -2.00575 0.42596
H -7.73352 -1.58005 -0.35784
H -6.24202 -1.56236 -1.28827
H -7.05169 0.28913 1.00136
H -6.94010 0.75246 -0.68988
H -3.88578 1.84706 1.30096
H -5.48826 1.68815 1.95274
H -4.69566 3.26751 -0.53969
H -5.38542 3.85171 0.96288
H -6.38281 2.91397 -0.14059
H -4.12199 -0.89359 -0.88692
H -3.16321 0.46641 -0.42283
H -5.48642 0.70456 -2.42118
H -3.82227 0.35633 -2.86831
H -4.21184 1.89342 -2.12236
C 3.47287 -1.41186 0.26078
C 3.22490 -2.71364 1.00554
N 4.19124 -3.74829 0.68447
C 3.79377 -5.07150 1.13434
C 3.65670 -5.31017 2.64198
C 5.58404 -3.39665 0.89540
C 6.00713 -2.93827 2.29611
H 3.54507 -1.58789 -0.81516
H 2.64663 -0.72632 0.43973
H 4.38853 -0.91753 0.59259
H 2.23303 -3.07519 0.72233
H 3.18108 -2.50107 2.08420
H 4.49202 -5.80507 0.72164
H 2.83069 -5.30102 0.66689
H 4.62561 -5.35800 3.13725
H 3.16139 -6.26775 2.81704
H 3.05603 -4.53994 3.12670
H 5.84190 -2.60160 0.18957
H 6.20586 -4.24325 0.59374
H 5.32922 -2.18865 2.70672
H 6.99996 -2.48520 2.24678
H 6.06998 -3.76732 2.99898
```

Properties
Relative energy (zero: lowest compared OMol25 entry of this formula, charge and spin) = 0.000 eV
Structure (SMILES) = N#CC[C@H](C#N)CCSc1nnco1.CCN(CC)CC.CCN(CC)CC
Multiplicity = 1
E_HOMO = -8.07 eV

Results of the Löwdin charge analysis, in e, for atoms 1 through 6: atom 1 (N): 0.181, atom 2 (C): -0.175, atom 3 (C): -0.132, atom 4 (C): -0.279, atom 5 (C): -0.203, atom 6 (N): 0.181

---

Summary of E_tot in Eh
-591.32214, -1959.90061, -398.86519, -1586.73499
(order as listed above)